Version P
{
  "formula": "C4H4O3S",
  "method": "ωB97M-V/def2-TZVPD",
  "symbols": ["C", "C", "C", "C", "H", "H", "H", "H", "O", "O", "O", "S"],
  "coordinates": [[0.111, -0.018, -0.231], [-0.848, -0.169, -1.434], [-1.224, 0.074, 0.548], [0.797, 1.335, -0.219], [2.211, -0.614, 0.527], [-0.791, 0.609, -2.238], [-0.852, -1.167, -1.909], [0.158, 2.190, -0.583], [-1.989, 0.048, -0.578], [-1.560, 0.170, 1.668], [1.927, 1.524, 0.154], [1.202, -1.393, 0.142]],
  "nbo_charge": [-0.431, -0.068, 0.792, 0.446, 0.168, 0.198, 0.210, 0.135, -0.480, -0.502, -0.487, 0.020],
  "total_charge": 0,
  "gap_ev": 10.0
}

***

Version Q
{
  "formula": "C4H4O3S",
  "method": "ωB97M-V/def2-TZVPD",
  "symbols": ["C", "C", "C", "C", "O", "O", "O", "S", "H", "H", "H", "H"],
  "coordinates": [[-0.214, -1.203, -0.070], [-1.106, -2.017, -0.488], [0.850, -0.089, 0.134], [0.510, 0.647, 1.377], [-0.821, -0.624, -2.782], [-1.920, 0.697, -1.040], [0.497, 0.648, -1.141], [-0.880, -0.110, -1.505], [1.936, -0.530, -0.060], [-0.615, 0.827, 1.532], [0.915, 1.680, 1.709], [0.848, 0.073, 2.335]],
  "nbo_charge": [-0.440, 0.067, 0.051, -0.690, -0.858, -0.880, -0.682, 2.409, 0.260, 0.257, 0.259, 0.247],
  "total_charge": 0,
  "gap_ev": 11.0
}

***

Relative energy of each structure, in eV: version P 0.000; version Q 5.270.

***

Version P
{
  "formula": "C6H15NO2",
  "method": "ωB97M-V/def2-TZVPD",
  "symbols": ["C", "C", "O", "O", "H", "H", "H", "H", "H", "H", "C", "C", "C", "N", "C", "H", "H", "H", "H", "H", "H", "H", "H", "H"],
  "coordinates": [[-2.118, 0.519, -0.470], [-1.562, -1.155, 1.699], [-1.186, -0.012, 0.956], [-2.251, -0.459, -1.366], [-1.153, -0.580, -1.862], [-3.034, 0.972, -0.081], [-1.420, 1.267, -0.862], [-1.225, -2.071, 1.196], [-1.117, -1.094, 2.699], [-2.645, -1.238, 1.811], [1.299, 1.681, -0.882], [1.677, -0.184, 1.561], [1.085, 0.196, -0.864], [0.517, -0.369, -2.044], [0.917, -0.540, 0.305], [0.767, -1.355, -2.116], [0.867, 0.096, -2.885], [0.931, -1.627, 0.154], [1.126, 2.125, 0.101], [2.330, 1.930, -1.167], [0.600, 2.225, -1.536], [1.342, -0.839, 2.369], [2.751, -0.345, 1.442], [1.501, 0.857, 1.840]],
  "nbo_charge": [0.275, -0.248, -0.673, -0.734, 0.498, 0.173, 0.142, 0.153, 0.178, 0.168, -0.668, -0.645, 0.063, -0.832, -0.103, 0.388, 0.384, 0.183, 0.233, 0.218, 0.208, 0.211, 0.215, 0.213],
  "total_charge": 0,
  "gap_ev": 8.2
}

***

Version Q
{
  "formula": "C6H15NO2",
  "method": "ωB97M-V/def2-TZVPD",
  "symbols": ["C", "C", "C", "O", "H", "H", "H", "H", "H", "H", "H", "H", "C", "C", "N", "C", "O", "H", "H", "H", "H", "H", "H", "H"],
  "coordinates": [[0.895, -0.968, 0.667], [1.511, -2.156, -0.061], [0.550, -1.357, 2.107], [1.863, 0.066, 0.802], [2.046, 0.394, -0.096], [-0.240, -0.370, 0.314], [0.922, -3.070, 0.023], [-0.002, -2.293, 2.182], [1.663, -1.956, -1.122], [2.500, -2.387, 0.346], [0.072, -0.536, 2.641], [1.487, -1.542, 2.643], [-0.611, 2.089, 0.162], [-2.372, 1.222, -1.235], [-1.057, 0.954, -0.649], [-0.093, 0.418, -1.606], [1.086, 0.668, -1.718], [-0.605, -0.201, -2.359], [-1.317, 2.231, 0.982], [-2.380, 2.166, -1.789], [-0.501, 3.025, -0.388], [0.366, 1.839, 0.563], [-3.131, 1.311, -0.457], [-2.650, 0.451, -1.953]],
  "nbo_charge": [0.050, -0.650, -0.625, -0.761, 0.488, 0.210, 0.207, 0.204, 0.210, 0.221, 0.206, 0.205, -0.440, -0.408, -0.478, 0.580, -0.593, 0.127, 0.205, 0.183, 0.191, 0.248, 0.210, 0.207],
  "total_charge": 0,
  "gap_ev": 9.5
}

***

Version R
{
  "formula": "C6H15NO2",
  "method": "ωB97M-V/def2-TZVPD",
  "symbols": ["C", "C", "C", "C", "O", "H", "H", "H", "H", "H", "H", "H", "H", "C", "C", "N", "O", "H", "H", "H", "H", "H", "H", "H"],
  "coordinates": [[0.732, 0.197, 1.730], [1.954, 0.759, 2.467], [0.526, 0.960, 0.442], [-0.445, 1.851, 0.232], [-0.412, 0.180, 2.559], [-0.591, 1.081, 2.848], [0.920, -0.852, 1.495], [1.351, 0.882, -0.248], [1.805, 1.818, 2.699], [2.103, 0.218, 3.394], [2.852, 0.669, 1.860], [-0.471, 2.458, -0.657], [-1.313, 1.909, 0.875], [-1.082, -1.540, -0.556], [-0.994, -0.122, -2.648], [-0.272, -1.087, -1.853], [-0.079, -2.262, -2.649], [0.861, -2.468, -2.565], [-1.856, -0.545, -3.180], [-2.033, -1.907, -0.952], [-0.488, -2.352, -0.146], [-1.406, -0.845, 0.214], [-1.363, 0.679, -2.000], [-0.296, 0.319, -3.360]],
  "nbo_charge": [0.050, -0.621, -0.171, -0.438, -0.711, 0.462, 0.186, 0.208, 0.205, 0.219, 0.214, 0.203, 0.192, -0.458, -0.437, -0.166, -0.602, 0.469, 0.179, 0.181, 0.202, 0.225, 0.209, 0.199],
  "total_charge": 0,
  "gap_ev": 9.6
}

***

Relative energy of each structure, in eV: version P 2.076; version Q 0.000; version R 1.616.